Entry 1:
Here is a molecular structure, C35H71AsCrN5O4P2Se2Si3 in a non-equilibrium geometry from OMol25. Energies are from ωB97M-V with the def2-TZVPD basis set.

## Properties
* charge: +1
* gap between HOMO and LUMO (alpha / beta): 7.192 / 7.820 eV
* 2S+1: 5
* strongest force on any atom: 1.4 eV/A

Last column: Löwdin spin population.
Geometry (Å):
Cr 1.07 0.06 1.12  3.75
C 2.81 1.08 5.36  0.00
N 1.96 -0.10 5.31  0.01
C 1.68 -0.74 6.59  0.00
C 1.42 -0.46 4.15  0.01
O 1.62 0.17 3.12  0.01
C 0.56 -1.73 4.10  0.00
O -0.08 -1.83 2.85  0.02
C 0.18 -3.02 2.13  0.00
C 1.45 -2.88 1.31  0.01
O 1.81 -1.76 0.93  0.03
N 2.14 -3.96 0.98  0.01
C 1.67 -5.31 1.28  0.00
C 3.35 -3.83 0.16  0.00
H 3.67 0.88 6.00  0.00
H 3.16 1.33 4.36  0.00
H 2.26 1.94 5.77  0.00
H 2.62 -0.92 7.11  0.00
H 1.07 -0.09 7.21  0.00
H 1.17 -1.69 6.46  0.00
H 1.19 -2.59 4.30  0.00
H -0.22 -1.68 4.86  0.00
H 0.20 -3.88 2.79  0.00
H -0.66 -3.12 1.43  0.00
H 0.60 -5.41 1.12  0.00
H 2.17 -6.00 0.60  0.00
H 1.91 -5.61 2.30  0.00
H 3.67 -2.79 0.15  0.00
H 4.13 -4.46 0.58  0.00
H 3.14 -4.14 -0.86  0.00
Se 0.92 0.40 -1.29  0.01
P 3.03 1.08 -1.12  0.01
Se 3.78 1.16 0.89  0.05
C 3.17 2.69 -1.96  0.00
C 3.88 3.73 -1.37  0.00
C 4.00 4.95 -2.03  0.00
C 3.42 5.12 -3.28  0.00
C 2.71 4.08 -3.86  0.00
C 2.58 2.87 -3.21  0.00
C 4.02 -0.07 -2.14  0.00
C 5.28 -0.47 -1.72  0.00
C 6.03 -1.34 -2.50  0.00
C 5.52 -1.81 -3.71  0.00
C 4.26 -1.41 -4.13  0.00
C 3.51 -0.55 -3.35  0.00
H 4.33 3.58 -0.39  0.00
H 4.54 5.76 -1.56  0.00
H 3.53 6.07 -3.79  0.00
H 2.25 4.22 -4.84  0.00
H 2.00 2.07 -3.65  0.00
H 5.67 -0.09 -0.78  0.00
H 7.01 -1.66 -2.17  0.00
H 6.11 -2.49 -4.32  0.00
H 3.86 -1.76 -5.07  0.00
H 2.51 -0.26 -3.66  0.00
C -0.32 5.74 1.78  0.00
N 0.24 4.40 1.88  0.00
C 1.54 4.33 2.55  0.00
P -0.65 3.02 1.83  0.01
O 0.25 1.89 1.44  0.03
N -1.88 3.37 0.77  0.00
C -1.44 3.60 -0.62  0.00
C -3.04 2.49 0.85  0.00
N -1.32 2.71 3.31  0.00
C -1.51 1.36 3.81  0.00
C -2.15 3.71 3.97  0.00
H 0.37 6.38 1.22  0.00
H -0.47 6.20 2.76  0.00
H -1.28 5.71 1.26  0.00
H 2.23 5.02 2.06  0.00
H 1.94 3.32 2.46  0.00
H 1.47 4.61 3.60  0.00
H -1.29 2.66 -1.15  0.00
H -0.51 4.16 -0.63  0.00
H -2.21 4.19 -1.14  0.00
H -2.88 1.54 0.32  0.00
H -3.90 2.99 0.39  0.00
H -3.29 2.27 1.89  0.00
H -1.08 1.27 4.81  0.00
H -1.02 0.65 3.15  0.00
H -2.57 1.10 3.87  0.00
H -1.90 3.77 5.03  0.00
H -3.22 3.47 3.88  0.00
H -1.99 4.69 3.52  0.00
C -5.40 -2.75 -1.39  0.00
Si -3.93 -2.19 -0.35  0.00
C -3.22 -3.71 0.55  0.00
C -4.60 -1.06 1.00  0.00
As -2.13 -1.09 -1.43  0.01
Si -3.30 -0.05 -3.21  0.00
C -2.06 1.09 -4.06  0.00
C -4.75 0.96 -2.53  0.00
C -4.05 -1.21 -4.49  0.00
Si -1.19 -2.87 -2.65  0.00
C 0.21 -3.57 -1.57  0.00
C -2.36 -4.28 -3.08  0.00
C -0.37 -2.19 -4.21  0.00
H -6.15 -3.23 -0.75  0.00
H -5.10 -3.48 -2.15  0.00
H -5.88 -1.91 -1.89  0.00
H -3.94 -4.54 0.55  0.00
H -3.00 -3.47 1.60  0.00
H -2.30 -4.07 0.08  0.00
H -5.35 -1.58 1.59  0.00
H -5.05 -0.15 0.59  0.00
H -3.79 -0.75 1.67  0.00
H -1.06 0.96 -3.63  0.00
H -2.34 2.14 -3.95  0.00
H -1.99 0.87 -5.13  0.00
H -4.45 1.98 -2.27  0.00
H -5.18 0.50 -1.64  0.00
H -5.54 1.04 -3.28  0.00
H -3.31 -1.89 -4.92  0.00
H -4.48 -0.63 -5.31  0.00
H -4.85 -1.82 -4.05  0.00
H -0.18 -4.11 -0.71  0.00
H 0.83 -2.74 -1.21  0.00
H 0.84 -4.25 -2.15  0.00
H -2.75 -4.77 -2.18  0.00
H -1.84 -5.05 -3.67  0.00
H -3.20 -3.92 -3.67  0.00
H 0.12 -1.24 -3.97  0.00
H -1.09 -2.01 -5.01  0.00
H 0.39 -2.88 -4.58  0.00


Entry 2:
Here is 3 unconnected molecules or ions with the total composition C35H72O13S in a non-equilibrium geometry from OMol25. Energies are from ωB97M-V with the def2-TZVPD basis set.

## Properties
* structure (SMILES): COCCCCCCC[C@@]1(CCCCOC(C)=O)CCS(=O)(=O)O[C@@H]1CCCCOC.COCCOCCOC.COCCOCCOC
* gap between HOMO and LUMO: 9.806 eV
* strongest force on any atom: 5.8 eV/A

Last column: Mulliken charge in e.
Geometry (Å):
C 5.68 -5.55 2.89  -0.61
O 4.29 -5.08 2.84  -0.43
C 4.03 -4.53 1.52  -0.13
C 3.26 -5.68 0.66  -0.62
C 2.16 -5.05 -0.32  -0.51
C 0.62 -5.32 0.18  -0.50
C -0.14 -3.93 0.01  -0.53
C -1.70 -3.98 0.48  -0.29
C -2.32 -2.56 0.06  -1.21
C -3.71 -2.18 0.77  1.82
C -4.84 -2.19 -0.41  -1.24
C -4.96 -3.66 -1.12  -0.15
C -6.50 -4.12 -1.25  -1.07
C -7.08 -4.87 0.04  0.16
O -7.71 -6.16 -0.27  -0.42
C -8.56 -6.47 0.85  0.69
C -7.93 -7.03 2.22  -0.69
O -9.80 -6.30 0.84  -0.53
C -4.21 -3.23 1.88  -1.16
C -5.58 -2.83 2.62  -0.57
S -5.74 -1.01 2.99  1.28
O -7.20 -0.60 3.07  -0.70
O -5.07 -0.62 4.28  -0.66
O -5.10 -0.21 1.67  -0.58
C -3.73 -0.71 1.43  -0.35
C -3.05 0.41 0.47  -1.03
C -1.62 0.89 1.07  -0.15
C -1.74 1.62 2.49  -0.31
C -0.44 1.49 3.41  -0.50
O -0.07 0.13 3.75  -0.42
C 1.14 -0.26 3.06  -0.47
H 6.30 -4.65 3.23  0.23
H 6.06 -5.92 1.88  0.28
H 5.70 -6.41 3.65  0.24
H 3.42 -3.57 1.61  0.07
H 5.02 -4.25 0.99  0.31
H 4.08 -6.13 -0.02  0.27
H 2.86 -6.49 1.37  0.37
H 2.31 -5.33 -1.42  0.44
H 2.30 -3.91 -0.27  0.15
H 0.15 -6.16 -0.45  0.28
H 0.67 -5.61 1.28  0.31
H 0.36 -3.19 0.74  -0.01
H -0.05 -3.48 -1.03  0.33
H -2.23 -4.83 -0.08  0.20
H -1.67 -4.17 1.60  0.23
H -1.48 -1.79 0.24  0.08
H -2.44 -2.59 -1.08  0.14
H -4.59 -1.41 -1.22  0.28
H -5.88 -1.94 -0.03  0.69
H -4.58 -3.50 -2.20  0.34
H -4.28 -4.44 -0.66  0.08
H -7.11 -3.14 -1.36  0.32
H -6.72 -4.74 -2.18  0.38
H -7.91 -4.22 0.53  0.32
H -6.31 -5.06 0.86  -0.09
H -7.04 -6.41 2.57  0.15
H -7.58 -8.12 2.13  0.26
H -8.71 -7.01 3.06  0.30
H -4.36 -4.29 1.48  0.48
H -3.41 -3.31 2.70  0.55
H -6.53 -3.11 2.06  0.02
H -5.60 -3.37 3.63  0.52
H -3.16 -0.77 2.43  0.74
H -3.69 1.37 0.41  0.40
H -2.88 0.02 -0.60  0.28
H -1.10 1.62 0.34  0.44
H -0.89 0.01 1.18  -0.24
H -2.67 1.26 3.06  0.19
H -1.86 2.74 2.27  0.36
H -0.68 2.01 4.42  0.34
H 0.48 2.04 3.00  0.18
H 2.06 -0.01 3.71  0.24
H 1.19 -1.38 2.85  0.18
H 1.24 0.26 2.03  0.21
C 6.23 4.13 -2.49  -0.70
O 5.81 3.57 -1.26  -0.30
C 4.49 3.99 -0.91  -0.42
C 3.96 3.16 0.25  -0.50
O 3.43 1.90 -0.17  -0.40
C 4.39 0.90 -0.51  -0.58
C 5.06 0.28 0.71  -0.21
O 6.11 1.11 1.18  -0.29
C 6.55 0.73 2.47  -0.73
H 6.23 5.22 -2.44  0.26
H 7.24 3.78 -2.69  0.26
H 5.58 3.78 -3.30  0.30
H 3.83 3.90 -1.77  0.22
H 4.55 5.04 -0.60  0.46
H 3.12 3.69 0.69  0.41
H 4.71 3.02 1.04  0.21
H 5.12 1.29 -1.22  0.21
H 3.83 0.12 -1.03  0.40
H 5.49 -0.69 0.43  0.42
H 4.31 0.13 1.50  0.14
H 5.75 0.84 3.20  0.28
H 7.38 1.38 2.75  0.24
H 6.91 -0.31 2.46  0.29
C -0.47 6.49 -6.08  -0.77
O 0.22 6.89 -4.91  -0.24
C 0.46 5.79 -4.04  -0.62
C 1.45 6.19 -2.95  -0.49
O 2.81 6.13 -3.38  -0.33
C 3.24 7.19 -4.23  -0.49
C 3.47 8.49 -3.47  -0.57
O 2.24 9.18 -3.26  -0.25
C 2.37 10.22 -2.32  -0.76
H -1.44 6.04 -5.83  0.30
H -0.65 7.38 -6.69  0.23
H 0.13 5.79 -6.66  0.32
H 0.86 4.94 -4.61  0.33
H -0.49 5.51 -3.58  0.45
H 1.37 5.46 -2.14  0.36
H 1.22 7.17 -2.52  0.27
H 2.55 7.33 -5.07  0.24
H 4.19 6.87 -4.64  0.37
H 4.12 9.15 -4.06  0.45
H 3.95 8.28 -2.51  0.32
H 2.65 9.82 -1.34  0.31
H 1.41 10.72 -2.23  0.23
H 3.12 10.95 -2.65  0.31


Entry 3:
Here is 13 unconnected molecules or ions with the total composition C35H73F9O17SSi in a non-equilibrium geometry from OMol25. Energies are from ωB97M-V with the def2-TZVPD basis set.

## Properties
* gap between HOMO and LUMO: 7.417 eV
* strongest force on any atom: 8.6 eV/A

Last column: Mulliken charge in e.
Geometry (Å):
C 5.95 2.63 3.10  -0.93
Si 4.45 2.44 4.34  0.40
C 5.02 2.38 6.21  -0.97
C 3.28 3.96 3.96  -0.95
C 3.42 0.86 3.87  0.42
C 2.14 0.29 4.71  -0.50
C 1.22 -1.02 4.31  0.32
C -0.11 -1.51 5.20  -0.52
C -0.98 -0.23 5.74  -0.24
C -2.49 -0.11 5.11  0.80
F -3.49 -0.88 5.95  -0.32
F -2.62 -0.71 3.73  -0.33
C -3.07 1.42 4.99  0.38
F -4.49 1.29 4.49  -0.31
F -2.34 2.12 3.88  -0.27
C -3.11 2.26 6.40  0.49
F -4.52 2.80 6.51  -0.23
F -2.89 1.46 7.62  -0.26
C -2.14 3.59 6.42  0.65
F -0.73 3.33 6.02  -0.20
F -2.07 4.20 7.80  -0.29
F -2.67 4.66 5.53  -0.23
C 1.67 -1.84 2.95  0.09
C 2.98 -1.25 2.09  0.13
C 3.87 0.06 2.51  -0.45
C 3.33 -2.11 0.69  0.16
O 4.58 -2.30 0.23  -0.56
C 1.98 -2.75 -0.06  0.06
C 1.84 -2.78 -1.70  -0.17
C 2.90 -3.78 -2.46  -0.66
C 2.94 -3.27 -4.05  0.20
C 1.43 -3.42 -4.68  -0.46
S 0.57 -1.81 -5.10  1.46
O -0.95 -2.16 -5.35  -0.72
O 0.59 -0.74 -3.99  -0.70
O 1.13 -1.05 -6.53  -0.32
C 0.79 -3.28 0.71  -0.31
C 0.89 -3.20 2.38  0.19
O 0.42 -4.18 3.16  -0.59
H 6.73 1.76 3.19  0.29
H 5.46 2.61 2.02  0.24
H 6.46 3.71 3.18  0.28
H 4.77 3.40 6.77  0.30
H 4.41 1.46 6.68  0.26
H 6.17 2.10 6.29  0.27
H 2.70 4.30 4.92  0.24
H 2.49 3.74 3.12  0.28
H 3.94 4.87 3.58  0.29
H 1.81 0.89 5.68  0.27
H 0.29 -2.21 6.08  0.35
H -0.71 -2.24 4.48  0.26
H -1.12 -0.39 6.91  0.26
H -0.46 0.82 5.58  0.03
H 4.78 0.37 1.83  0.21
H 2.10 -1.68 -2.07  0.19
H 0.76 -3.13 -1.97  0.18
H 3.96 -3.76 -1.95  0.39
H 2.54 -4.92 -2.49  0.19
H 3.76 -3.85 -4.68  -0.18
H 3.33 -2.15 -4.00  0.25
H 1.56 -4.01 -5.71  0.39
H 0.73 -4.13 -4.02  0.23
H 0.92 -0.06 -6.38  0.22
H -0.16 -3.71 0.15  0.24
C 0.98 -3.70 -9.26  -0.88
O 1.15 -3.83 -7.86  -0.38
H 1.35 -4.60 -9.74  0.32
H -0.07 -3.56 -9.49  0.38
H 1.56 -2.84 -9.62  0.25
H 0.82 -3.01 -7.46  0.12
C -0.15 2.11 -4.28  -0.36
O 1.12 2.70 -4.46  -0.50
H -0.10 1.06 -4.57  -0.03
H -0.44 2.19 -3.23  0.33
H -0.88 2.63 -4.91  0.31
H 1.05 3.63 -4.20  0.28
C -0.81 -6.25 -6.52  -0.55
O -0.10 -5.85 -5.36  -0.35
H -0.28 -5.88 -7.40  0.07
H -0.87 -7.34 -6.55  0.29
H -1.81 -5.82 -6.50  0.29
H -0.60 -6.18 -4.59  0.24
C -0.71 -2.07 -12.50  -0.57
O -0.55 -2.20 -11.10  -0.41
H -0.35 -2.98 -12.99  0.24
H -1.77 -1.94 -12.74  0.24
H -0.13 -1.22 -12.86  0.25
H -0.88 -1.38 -10.70  0.24
C -7.33 4.04 7.55  -0.41
O -8.43 4.89 7.29  -0.50
H -7.28 3.85 8.62  0.18
H -7.47 3.09 7.02  0.30
H -6.41 4.52 7.22  0.11
H -8.45 5.04 6.33  0.29
C -3.89 2.72 10.93  -0.35
O -2.87 3.64 10.59  -0.50
H -3.97 2.67 12.02  0.26
H -4.84 3.06 10.52  0.12
H -3.64 1.73 10.54  0.19
H -2.83 3.66 9.62  0.32
C 2.00 -6.43 -0.07  -0.54
O 0.94 -6.22 -0.98  -0.44
H 2.54 -5.49 0.07  0.14
H 1.59 -6.75 0.89  0.31
H 2.68 -7.18 -0.46  0.32
H 0.48 -7.07 -1.09  0.26
C -11.43 6.59 7.53  -0.29
O -12.49 6.80 6.62  -0.53
H -10.89 7.53 7.67  0.21
H -11.84 6.26 8.49  0.25
H -10.75 5.83 7.14  0.08
H -12.96 5.95 6.51  0.30
C -4.52 7.41 4.96  -0.43
O -5.08 8.71 4.82  -0.55
H -3.91 7.19 4.09  0.23
H -3.90 7.38 5.86  0.25
H -5.32 6.68 5.04  0.20
H -5.62 8.87 5.61  0.30
C 4.62 -0.48 -7.04  -0.44
O 4.78 -0.61 -5.64  -0.47
H 4.98 -1.39 -7.53  0.25
H 3.56 -0.34 -7.28  0.08
H 5.20 0.38 -7.40  0.30
H 4.45 0.21 -5.24  0.27
C 1.72 2.23 -8.78  -0.71
O 1.93 1.43 -7.64  -0.28
H 1.93 1.63 -9.68  0.23
H 0.68 2.57 -8.80  0.29
H 2.40 3.09 -8.76  0.27
H 1.74 1.98 -6.86  0.20
C 5.97 -5.62 -5.67  -0.68
O 4.87 -4.77 -5.93  -0.43
H 6.02 -5.82 -4.60  0.26
H 5.83 -6.57 -6.20  0.26
H 6.89 -5.14 -6.00  0.27
H 4.85 -4.62 -6.89  0.23


Entry 4:
Here is 5 unconnected molecules or ions with the total composition C35H74BrN4O4 in a non-equilibrium geometry from OMol25. Energies are from ωB97M-V with the def2-TZVPD basis set.

## Properties
* charge: +3
* gap between HOMO and LUMO: 5.757 eV
* strongest force on any atom: 5.1 eV/A

Last column: Mulliken charge in e.
Geometry (Å):
C 14.31 30.65 -9.15  -1.64
C 15.29 29.88 -10.09  2.01
C 16.40 30.91 -10.41  -1.46
C 17.30 31.30 -9.15  -0.46
C 17.89 30.04 -8.56  -1.14
C 16.85 28.98 -8.12  1.26
N 15.94 28.75 -9.34  0.86
O 15.42 27.65 -9.45  -0.35
C 16.08 29.28 -6.85  -1.21
C 17.72 27.71 -7.96  -1.71
C 14.70 29.37 -11.36  -1.93
H 14.72 31.22 -8.32  -0.13
H 13.68 29.92 -8.65  0.19
H 13.71 31.35 -9.73  0.76
H 15.94 31.80 -10.84  0.49
H 17.00 30.54 -11.24  0.46
H 16.92 31.97 -8.38  0.19
H 18.06 31.90 -9.65  0.45
H 18.43 30.29 -7.65  0.45
H 18.54 29.56 -9.28  0.40
H 15.12 28.77 -6.72  0.12
H 15.65 30.28 -6.81  0.12
H 16.72 29.23 -5.97  0.61
H 18.25 27.82 -7.01  0.45
H 18.42 27.45 -8.76  0.43
H 17.17 26.78 -7.80  0.40
H 15.47 28.97 -12.01  0.53
H 14.20 30.13 -11.96  0.44
H 13.92 28.61 -11.28  0.26
C 13.72 25.48 -4.84  -1.66
C 12.44 25.66 -3.94  0.98
C 12.49 27.11 -3.47  -0.56
C 11.14 27.57 -2.86  -0.91
C 9.98 27.36 -3.85  -1.12
C 9.81 25.93 -4.39  2.34
N 11.26 25.50 -4.83  1.27
O 11.22 24.57 -5.63  -0.38
C 8.99 25.94 -5.65  -2.06
C 9.31 25.00 -3.28  -1.67
C 12.42 24.72 -2.76  -1.64
H 14.60 25.50 -4.21  0.45
H 13.80 26.28 -5.57  0.16
H 13.66 24.50 -5.30  0.50
H 12.56 27.78 -4.32  -0.28
H 13.31 27.26 -2.77  0.68
H 11.23 28.65 -2.73  0.55
H 11.01 27.10 -1.89  0.36
H 10.03 28.07 -4.67  0.09
H 9.13 27.77 -3.30  0.49
H 8.03 26.45 -5.60  0.46
H 8.86 24.98 -6.15  0.47
H 9.48 26.59 -6.38  -0.05
H 9.68 25.22 -2.28  0.32
H 9.61 23.96 -3.46  0.39
H 8.22 25.07 -3.24  0.48
H 11.61 24.76 -2.04  0.27
H 13.39 24.64 -2.28  0.43
H 12.33 23.69 -3.14  0.44
C 7.95 26.02 -9.15  -1.31
C 8.59 24.87 -9.89  1.57
C 8.03 24.70 -11.33  -1.41
C 8.36 25.85 -12.31  -0.56
C 9.92 25.90 -12.39  -1.35
C 10.58 26.12 -11.04  1.75
N 10.09 25.14 -10.00  0.75
O 10.78 24.96 -9.02  -0.29
C 10.39 27.60 -10.67  -1.56
C 12.12 25.95 -11.14  -2.06
C 8.40 23.55 -9.12  -1.73
H 8.60 26.52 -8.42  0.12
H 7.18 25.72 -8.44  0.51
H 7.57 26.84 -9.75  0.34
H 6.95 24.52 -11.27  0.43
H 8.47 23.78 -11.72  0.48
H 7.97 26.84 -12.10  0.35
H 8.01 25.45 -13.26  0.44
H 10.28 26.61 -13.14  0.41
H 10.25 24.92 -12.76  0.44
H 10.88 28.28 -11.37  0.49
H 10.77 27.76 -9.66  0.20
H 9.38 28.02 -10.63  0.29
H 12.67 26.24 -10.25  0.47
H 12.55 26.67 -11.83  0.41
H 12.34 24.92 -11.41  0.51
H 8.88 23.53 -8.15  0.29
H 8.87 22.77 -9.72  0.48
H 7.34 23.31 -9.16  0.49
C 13.95 32.43 -5.97  -1.25
C 12.88 33.50 -6.07  -0.48
N 11.45 32.92 -6.07  0.63
C 11.19 32.00 -7.30  -1.02
C 11.22 32.06 -4.82  -0.17
C 9.95 31.21 -4.79  -1.28
C 10.38 34.06 -6.10  -0.70
C 10.60 35.07 -7.23  -0.75
O 10.69 34.46 -8.47  -0.25
C 11.06 35.34 -9.55  -0.81
H 13.64 31.50 -6.43  0.26
H 14.30 32.24 -4.95  0.34
H 14.88 32.72 -6.47  0.48
H 13.08 33.96 -7.04  0.33
H 12.87 34.29 -5.33  0.51
H 10.15 32.15 -7.55  0.44
H 11.31 30.94 -7.12  0.12
H 11.81 32.41 -8.09  0.32
H 11.37 32.74 -3.98  0.48
H 12.08 31.39 -4.87  0.23
H 9.81 30.70 -5.74  0.30
H 9.00 31.71 -4.61  0.42
H 10.01 30.39 -4.07  0.28
H 10.57 34.58 -5.17  0.34
H 9.41 33.59 -6.27  0.44
H 11.53 35.61 -7.01  0.42
H 9.80 35.83 -7.18  0.50
H 11.82 36.05 -9.22  0.38
H 10.15 35.85 -9.84  0.29
H 11.42 34.69 -10.35  0.25
Br 12.08 28.05 -7.04  -0.65


The highest strongest force on any atom belongs to which entry? C35H73F9O17SSi


Look up the strongest force on any atom of the third one. 8.6 eV/A